{"formula": "C29H27N3O8", "method": "wB97M-V/def2-TZVPD", "elements": ["O", "C", "C", "O", "C", "C", "C", "C", "C", "O", "C", "O", "C", "O", "C", "C", "C", "C", "O", "C", "C", "H", "H", "H", "H", "H", "H", "H", "H", "H", "H", "C", "N", "C", "O", "C", "C", "C", "C", "N", "C", "C", "C", "C", "C", "C", "N", "C", "C", "O", "H", "H", "H", "H", "H", "H", "H", "H", "H", "H", "H", "H", "H", "H", "H", "H", "H"], "positions_angstrom": [[-6.331273, 2.968826, 1.667898], [-5.498134, 3.477723, 0.917384], [-4.193111, 2.829650, 0.773348], [-3.953917, 1.700309, 1.534017], [-3.261328, 3.409130, -0.087622], [-1.900976, 2.877600, -0.334036], [-1.557004, 1.514520, -0.237279], [-0.256000, 1.079675, -0.532018], [0.714975, 2.000833, -0.936721], [1.997140, 1.630990, -1.243888], [0.385823, 3.352138, -1.037617], [1.337998, 4.248443, -1.436804], [-0.900461, 3.781028, -0.739903], [-3.546530, 4.570824, -0.787176], [-4.751951, 5.203471, -0.638820], [-4.955074, 6.388093, -1.351192], [-6.164743, 7.080670, -1.243484], [-7.179433, 6.592382, -0.420537], [-8.355973, 7.277761, -0.320566], [-6.981606, 5.409596, 0.296690], [-5.766450, 4.710608, 0.189453], [-4.746971, 1.534693, 2.085128], [-2.299804, 0.778067, 0.048769], [-0.010538, 0.028157, -0.441534], [2.077774, 0.664293, -1.368553], [2.165588, 3.749971, -1.569633], [-1.102968, 4.843325, -0.830860], [-4.161405, 6.764514, -1.989037], [-6.326734, 8.001282, -1.795256], [-8.949072, 6.838024, 0.310097], [-7.763843, 5.024038, 0.944408], [4.862520, -5.250103, 3.483645], [4.511562, -3.857348, 3.758987], [3.871040, -2.955254, 3.000909], [3.890225, -1.795195, 3.392667], [3.143539, -3.287778, 1.670403], [1.855418, -2.470508, 1.461361], [1.415200, -2.424835, 0.031791], [0.318257, -3.002545, -0.509224], [0.276131, -2.728385, -1.864706], [1.345517, -1.952722, -2.259110], [1.731878, -1.395688, -3.485976], [2.915919, -0.641246, -3.551683], [3.697416, -0.457699, -2.397419], [3.288582, -1.002778, -1.165774], [2.102023, -1.759846, -1.067149], [2.829130, -4.696923, 1.386176], [3.510628, -5.460590, 0.531023], [2.947801, -6.835195, 0.254971], [4.551068, -5.109306, -0.006291], [5.378088, -5.322124, 2.523108], [5.536827, -5.618241, 4.258904], [3.968495, -5.874284, 3.476032], [4.901505, -3.454192, 4.597604], [3.846847, -2.951926, 0.907401], [2.023226, -1.438175, 1.770692], [1.057187, -2.877042, 2.083911], [-0.411109, -3.584982, 0.040655], [-0.451818, -3.062591, -2.480720], [1.131240, -1.550447, -4.369743], [3.234288, -0.211794, -4.492668], [4.617044, 0.110590, -2.456868], [3.897126, -0.851922, -0.283889], [1.987328, -5.073763, 1.786462], [2.888763, -7.399679, 1.183078], [3.607521, -7.349103, -0.443684], [1.959588, -6.737013, -0.189537]], "forces_ev_per_a": [[0.036, -0.068, 0.076], [-0.360, -0.853, 0.783], [0.695, 0.991, -0.929], [-0.162, 0.801, -0.624], [-0.886, -0.952, 1.054], [0.495, 0.185, -0.434], [0.108, 0.166, -0.076], [-0.517, 0.843, 0.026], [-0.295, -0.983, 0.167], [-0.439, 0.385, -0.013], [-0.006, 0.052, 0.037], [0.149, -0.290, 0.047], [0.159, -0.081, -0.014], [-0.024, -0.729, 0.554], [-0.333, 0.066, 0.164], [-0.400, 0.293, -0.026], [0.627, -0.306, -0.109], [-0.054, -1.059, 0.785], [-0.069, 0.107, -0.018], [0.294, 0.346, -0.382], [0.531, 0.341, -0.521], [0.117, 0.454, -0.445], [0.073, 0.172, 0.018], [0.061, 0.001, -0.045], [-0.081, 0.535, 0.164], [-0.366, 0.218, 0.030], [-0.056, -0.147, 0.002], [-0.103, -0.047, 0.077], [0.054, -0.121, 0.062], [0.356, 0.124, -0.290], [0.158, -0.078, -0.032], [-0.149, 0.217, -0.275], [0.339, -1.415, 0.233], [-0.339, 0.903, 0.226], [-0.482, 0.176, -0.574], [0.031, -0.410, -0.238], [0.145, 0.484, 0.026], [0.680, 0.100, -0.324], [0.388, 0.230, -0.097], [-1.041, -0.404, -0.764], [0.388, -0.053, 1.184], [0.444, 0.215, 0.091], [-0.711, -0.722, 0.606], [-0.482, -0.657, 0.555], [0.222, -0.155, -0.487], [0.452, 0.434, -0.454], [-0.241, 1.140, 1.047], [1.174, -0.741, -1.135], [0.004, 0.138, -0.009], [-0.120, 0.308, 0.225], [-0.081, -0.157, 0.064], [-0.115, 0.192, -0.038], [0.145, -0.127, -0.010], [-0.038, 0.156, -0.176], [0.132, -0.280, -0.098], [0.139, -0.108, 0.349], [-0.074, 0.016, 0.088], [-0.143, 0.041, -0.513], [0.197, 0.157, 0.161], [-0.050, 0.013, -0.101], [-0.082, -0.028, 0.024], [-0.071, -0.006, 0.072], [0.061, 0.105, 0.026], [-0.098, 0.053, 0.007], [-0.153, -0.147, 0.046], [-0.075, 0.108, 0.127], [-0.158, -0.146, 0.051]], "mulliken_charge": [-0.784, 1.174, 0.115, -0.596, 0.197, 0.208, -1.148, -0.045, 1.360, -0.699, 0.205, -0.666, -1.236, -0.421, -0.021, -0.706, -0.615, 0.909, -0.556, -0.442, 0.205, 0.344, 0.393, 0.167, 0.127, 0.333, 0.446, 0.431, 0.400, 0.289, 0.371, -0.728, -0.144, -0.114, -0.703, 0.156, -1.377, 0.702, -1.185, 0.015, 0.026, -1.098, -0.299, -0.855, -0.270, 1.247, 0.110, 0.781, -1.332, -0.655, 0.259, 0.356, 0.207, 0.308, 0.316, 0.399, 0.525, 0.475, 0.174, 0.441, 0.420, 0.423, 0.407, 0.272, 0.323, 0.359, 0.320], "orbital_gap_ev": 7.741, "homo_ev": -7.78, "e_tot_ev": -51362.5717, "total_charge": 0, "spin_multiplicity": 1, "smiles": "O=c1c(O)c(-c2ccc(O)c(O)c2)oc2ccc(O)cc12.CNC(=O)[C@H](Cc1c[nH]c2ccccc12)NC(C)=O"}